112
Properties=species:S:1:pos:R:3:forces:R:3 method="wB97M-V/def2-TZVPD" homo_lumo_gap_ev=5.09 homo_ev=-10.7999 max_force_ev_per_a=3.662 relative_energy_kcal_mol=75.2 charge=+2
Bi 0.16615 -0.04987 0.18787 -2.2703 -0.4700 0.5743
S -2.54549 0.66647 0.47767 0.9616 0.6075 0.2104
S -0.17764 3.54790 -1.82911 -0.3063 -0.0160 0.3919
P -0.36049 -1.29472 -2.16850 1.0281 -1.0446 -0.0515
P 0.68559 -1.35671 2.60646 -0.3751 -0.2619 0.6248
N 2.68993 0.24025 -0.49748 1.0794 0.6713 0.4959
N 0.81380 2.52156 -0.91609 1.7390 -0.8166 -0.2132
N -1.30820 -2.29002 0.47981 0.6426 0.6609 0.6661
N -3.17667 3.20941 0.61325 -0.6804 0.6044 0.7268
N 2.78909 3.53469 -1.70414 -0.4711 -0.1560 0.5374
N -1.03517 2.69720 1.43933 1.5676 1.2752 -0.3497
C -0.88522 -3.14820 4.14132 0.2499 -0.1221 -1.9728
C -4.67895 -3.60775 -3.89270 -0.1331 0.2074 -1.1772
C 0.36846 -3.47080 -3.78743 0.3559 0.8738 -1.1520
C 2.97237 1.58581 -0.38762 1.6324 -2.3523 1.4734
C 1.61486 -3.42502 -1.61671 0.1134 0.9426 0.1432
C -4.28694 -3.54054 -1.39473 0.8433 1.2091 -0.0681
C -1.98187 0.47915 -3.72062 -1.3164 -0.5576 1.3450
C -2.15049 2.32354 0.87738 -1.6556 -1.2614 -0.0954
C 4.13021 1.98683 0.25758 2.0505 1.4599 0.9369
C -0.54982 0.27225 4.59794 0.6605 0.2289 -0.0364
C -2.67296 -2.57070 -2.87304 -0.4220 0.1419 -0.7175
C -4.18650 5.49384 0.76010 0.4077 -1.0121 0.1878
C -0.68645 -0.30687 -3.67538 0.4874 -1.1866 -1.8485
C 2.60828 6.05625 -4.43203 -0.5984 0.6054 -0.0913
C 3.42360 -1.57004 3.54974 -1.1888 -0.9622 0.0236
C -3.87148 -3.27458 -2.68526 1.1066 0.5316 -1.1435
C 4.73207 -0.23038 0.75215 0.6891 0.4357 -0.4361
C 3.10962 5.22415 -3.43765 0.1039 -0.7652 -0.5988
C 0.91613 4.41157 -2.90409 -0.3788 0.4594 -0.5405
C 1.24141 6.04502 -4.62476 -2.1529 0.5922 -1.4242
C -3.56928 -3.00666 -0.34118 0.4165 0.0631 1.5454
C -2.46460 -4.63799 3.13833 0.6050 1.1425 -2.2437
C 0.79038 -0.13929 4.00088 1.5252 0.6127 -0.0772
C 2.35221 -2.17099 2.57171 2.4362 -0.1220 -1.1905
C 2.11747 2.59342 -0.96986 -2.7257 1.2347 -2.1116
C -2.26249 -2.47778 -0.51071 0.7404 -0.4797 -0.0540
C -0.69884 4.02623 1.50837 -2.1675 0.1065 -0.4732
C -3.00915 4.53140 0.88529 0.5732 1.0643 0.2501
C -2.12238 -4.80833 5.55839 0.7384 0.9456 1.7226
C -1.83488 -2.21373 -1.83768 -0.8892 -0.0545 0.6817
C 3.61106 -0.60790 0.02606 -0.2886 0.7833 -1.2593
C -0.66681 -2.53603 2.87492 0.5174 0.1716 0.1155
C 0.71714 4.38455 1.79724 0.5935 -0.5987 1.8320
C -1.81104 -4.16227 4.24938 -0.1240 0.4132 1.1939
C 0.36218 5.20290 -3.91342 2.2878 -0.1458 0.3598
C 1.57463 1.17052 3.48112 -1.0142 -0.8545 1.0204
C 5.06113 1.11228 0.90426 -3.3774 -0.7851 -0.9940
C 2.29162 4.38048 -2.70711 -1.2268 0.7499 0.0602
C 2.43123 -3.74471 2.64797 -0.1132 1.1457 -1.2802
C 0.36922 0.65793 -4.16776 1.9921 1.1927 -0.3025
C -1.73026 5.00129 1.27960 0.3726 -0.8366 -0.4733
C -2.13223 -4.13100 1.85979 -0.4760 -0.4265 1.2471
C -1.37668 -2.95485 1.71281 0.0320 0.2237 -0.2361
C 0.99429 -2.54752 -2.66446 -1.4041 0.8180 -1.5553
H -1.51040 6.09831 1.31131 -0.3788 -1.2508 0.1292
H -1.72079 1.52651 -3.67329 -0.3547 0.3372 -0.0950
H -1.11155 0.86702 3.87932 -0.1124 0.1274 -0.0111
H -5.18891 -4.07648 -1.28257 -0.9636 -0.3526 0.4992
H -0.77834 -1.04930 -4.52239 0.2578 0.3199 1.0819
H 0.87053 -4.04486 -1.17295 -0.4024 -0.9215 0.1856
H -3.82832 6.46327 0.38245 -0.3353 -0.3844 0.2058
H 0.96461 4.34521 2.91213 -0.6680 0.2975 -1.2399
H -4.95115 5.04785 0.11113 0.1694 0.3740 0.0159
H 2.48806 0.93881 2.90837 -0.5941 0.2696 -0.0532
H -4.14114 2.79850 0.42488 1.8100 0.8131 0.0132
H 4.15730 5.06836 -3.37984 0.9699 0.2169 0.3801
H 1.50784 -4.22789 2.35171 -0.3328 -0.0474 0.3293
H 3.18763 -4.19045 1.97764 -0.0383 0.5856 0.2576
H -1.13020 -0.60733 4.82487 -0.2988 -0.0986 0.3865
H 3.20898 6.74735 -5.05435 -0.1361 -0.7626 0.6664
H -3.21335 -4.84782 5.72865 0.5543 -0.6101 -0.1599
H 2.00157 -2.82856 -0.79449 0.3361 0.0567 0.1447
H 1.19496 -3.74443 -4.47114 -0.2741 -0.3726 0.5442
H -0.26223 -2.88649 4.96958 0.1485 0.2590 0.5125
H 1.78008 -1.88210 -3.07642 -0.3867 -0.3490 -0.1278
H -4.63545 5.59225 1.76747 0.2450 0.2005 -0.4679
H -2.34845 -2.22284 -3.86202 -0.6224 -0.5507 0.1763
H -2.61509 0.24893 -2.82653 0.1698 0.2224 -0.8595
H 2.42165 -3.96005 -2.12191 -0.0987 -0.3050 0.4326
H -5.73489 -3.43988 -3.77257 -0.5579 -0.3189 0.5078
H 1.44508 -0.59473 4.80389 -0.8693 0.3552 -0.8526
H 3.09079 -1.76189 4.56773 0.3880 0.0160 0.2057
H 3.53686 -1.65025 -0.26678 -0.4073 0.1006 0.2068
H 3.75941 3.48214 -1.65607 1.7450 -0.1217 -0.0525
H -1.56824 -5.76619 5.59519 -0.8611 0.1872 0.2517
H 1.89227 1.66235 4.42021 -0.0982 0.1787 -0.6191
H -2.48266 -4.59505 0.95485 -0.3901 -0.1272 0.1366
H 1.04739 5.32756 1.40139 -0.3266 0.6058 -0.0475
H -0.13941 1.18522 -4.99557 0.5767 0.1121 0.3873
H -4.52122 -4.60281 -4.31604 -0.0173 -0.0840 0.3341
H -0.14016 -4.36056 -3.38693 0.3602 0.3734 0.0067
H -3.28783 -5.30963 3.28160 0.0438 -0.7405 -0.2381
H -0.65882 5.12054 -4.19117 -0.7983 0.1713 0.0315
H 2.81401 -1.76711 1.60353 -1.1960 -1.2001 1.0271
H 0.71546 6.67592 -5.41425 1.1799 -0.7550 1.0358
H 5.78961 1.40721 1.61422 0.9357 0.6000 -0.0252
H 0.83538 1.80551 2.93425 0.8240 -0.4390 0.2598
H -3.92427 -3.04021 0.71477 0.0905 -0.2513 -1.1587
H 4.41845 -2.00819 3.39560 -0.3811 -0.0457 -0.0664
H 1.39927 3.64551 1.40396 -0.1087 -0.4404 -0.3180
H 1.35671 0.34047 -4.59368 -0.9924 -0.6534 0.3630
H 2.72168 -3.95539 3.64965 -0.0997 -0.6335 0.8276
H 5.40515 -1.01197 1.05647 0.0662 -0.1589 0.3939
H 0.70963 1.39682 -3.39879 -0.7672 -0.3532 -0.4503
H -4.47114 -2.91941 -4.72189 0.4152 -0.0585 0.1874
H -0.34560 -2.98746 -4.52238 0.6637 -0.2803 1.1724
H 3.46258 -0.51769 3.38615 0.4137 0.6599 0.1687
H 4.42384 3.06942 0.28012 -0.6837 -1.0011 0.0911
H -0.33383 0.87673 5.49881 -0.4035 -0.3012 -0.3596
H -1.73341 -4.18036 6.43068 -0.3574 -0.7971 -1.1391
H -2.53109 0.21802 -4.64575 0.1560 0.4397 0.5869



112
Properties=species:S:1:pos:R:3:forces:R:3 method="wB97M-V/def2-TZVPD" homo_lumo_gap_ev=5.07 homo_ev=-10.7540 max_force_ev_per_a=3.774 relative_energy_kcal_mol=44.9 charge=+2
Bi -0.15477 -0.62065 -0.55742 0.8122 2.1980 1.4711
S 0.50450 -3.17426 0.70995 0.5875 -0.4879 -0.8257
S -1.85366 2.59181 -2.58777 2.3697 0.1322 -0.7332
P -0.89752 0.07371 2.35249 0.4753 0.2158 0.3811
P 2.44105 0.15415 -1.22944 1.1421 0.3304 0.3615
N -4.28757 1.05416 -1.87442 -0.2702 -1.6556 -0.4702
N 1.05982 -5.72835 0.27170 -0.3180 -0.0949 0.3622
N -2.10081 -1.80010 -1.70901 0.5222 0.3231 -0.8337
N 0.56497 1.86871 0.37101 -0.0685 -2.0917 -0.3268
N -1.97676 0.93256 -2.36010 -1.2351 -1.2632 0.2818
N 1.59919 -4.40260 -1.54244 -0.1788 -0.2982 -1.2045
C 1.41456 -6.88463 -0.36881 -0.2719 0.9257 0.2299
C 1.11359 -4.50032 -0.32298 -0.1090 0.3935 0.5964
C -5.65170 3.06227 -1.44049 0.1507 -1.6373 -0.2228
C -2.05496 -3.14020 -1.67219 -0.7007 -0.0816 0.5358
C -2.43104 -0.78185 2.92267 -0.0922 -0.7112 -0.5818
C 4.15076 2.24201 -0.51054 -0.8530 0.6099 1.3241
C -4.41090 -1.82487 -2.26977 1.0909 0.9194 0.0362
C 1.35261 -8.10959 0.45035 0.7062 -0.5083 1.0680
C -2.61806 3.80641 2.32103 -0.0336 0.0093 0.4181
C -1.66837 4.50900 1.57274 -0.6038 0.8841 0.0433
C 4.94726 -1.20680 -1.38643 0.6855 -1.1860 -0.0081
C 2.73939 0.42887 -3.03112 -0.2714 -0.8178 -0.4143
C -4.48922 2.44122 -1.94286 0.9561 2.4459 0.3206
C 4.48434 3.42130 0.19960 0.6415 -0.9068 -0.9654
C -0.69654 3.84986 0.85168 0.0303 0.4696 -0.1157
C -3.18538 -1.10813 -2.06060 -1.6033 -2.0066 0.5503
C 1.39746 0.71858 -3.71716 -0.9741 0.4231 1.2981
C 1.89654 -5.52215 -2.28314 0.2160 1.1987 1.3722
C -3.00044 -0.39933 4.29236 0.8258 0.6040 0.1348
C -3.81076 4.53652 2.90488 -0.2371 0.1938 0.1479
C -3.56044 4.65954 -2.28975 1.0902 0.4801 -0.6513
C 0.11754 0.13229 3.92463 -0.1029 -0.2400 0.8275
C -1.23502 1.82684 2.06639 -0.1161 -0.1021 -1.4852
C 0.47183 -1.26911 4.51060 -0.8647 -0.0213 0.0084
C 5.91021 3.91854 0.24664 0.6791 -0.6131 -1.4042
C -0.41417 2.50506 1.09284 -1.1130 0.0361 0.4633
C -3.13198 0.36781 -2.13524 1.3510 1.6329 0.3081
C 3.68073 -1.05450 -0.54385 -0.1397 -0.6126 0.5286
C -5.69442 4.41988 -1.21338 0.5166 1.2688 -0.4353
C 3.48499 4.10434 0.87276 -0.2506 0.6192 0.5469
C 1.35581 1.03283 3.86511 -0.2822 -0.7697 -0.0991
C 2.33109 -5.30578 -3.70330 -1.0115 -0.7484 -0.5215
C -3.38908 3.28080 -2.34034 -3.4187 -0.8528 1.3529
C 1.80470 -6.78818 -1.68429 0.1440 -0.1109 -0.1921
C 1.81597 2.40780 0.25226 0.6629 0.4602 0.1357
C -2.40301 2.44207 2.54128 0.2456 0.6188 0.0320
C 2.83904 1.72464 -0.47476 -0.7568 1.0433 0.6795
C -3.19331 -3.89577 -1.87360 -1.1911 1.0748 -0.6661
C -3.52523 -0.76036 1.83432 0.1187 -0.4033 0.0493
C -4.39829 -3.20775 -2.21865 1.3512 -0.0192 0.1219
C 3.73790 1.53614 -3.41502 0.1440 -0.0881 0.1854
C 3.96046 -0.83825 0.99398 -0.3097 -0.3367 -0.4765
C 2.19074 3.62415 0.91701 -0.5162 -0.1705 0.2194
C -4.64791 5.25175 -1.66934 -0.8499 -1.4130 0.2970
H 1.88190 -8.95204 -0.01495 -0.0754 0.3912 0.1444
H 1.82143 -7.87661 1.45269 -0.4554 -0.4602 -1.0108
H -3.89131 -0.98515 4.42806 -0.4807 -0.1375 0.3026
H 4.26085 0.17964 1.27181 0.0344 -0.2387 -0.3389
H -6.54402 2.45142 -1.20078 0.7291 0.2915 0.0237
H 0.95944 -1.92156 3.79158 0.2181 0.0436 -0.2436
H -0.56510 0.63020 4.64766 0.0833 -0.3013 -0.4656
H 1.42139 4.15027 1.51614 0.9064 -0.3965 -0.4893
H -3.17072 -1.28989 0.94746 0.1427 0.2528 -0.2980
H 2.07661 -7.69113 -2.22386 -0.0630 0.1840 0.0637
H 4.86346 1.62269 -1.02101 0.6175 0.3015 0.0125
H -5.05477 0.43975 -1.65512 -0.2949 0.5571 0.0961
H 6.55604 3.01880 0.17499 -0.0713 0.5705 0.3063
H 0.64721 -0.08875 -3.67838 0.4492 -0.0607 0.0335
H 1.59164 0.93987 -4.73446 0.0227 0.2352 -1.1128
H -1.72628 5.62482 1.55266 -0.1356 -1.0665 -0.3302
H 1.82152 1.00697 4.84962 0.3462 -0.2411 -0.1495
H 3.08156 -1.08940 1.60962 0.0603 0.1168 -0.3326
H -5.28302 -3.73292 -2.52689 -0.2475 -0.3343 0.3120
H 1.13517 -1.16782 5.37216 -0.0124 0.1402 -0.1099
H -3.65081 5.63418 2.84968 -0.0953 -0.6888 0.2368
H -4.36121 -1.38221 2.16581 -0.0973 0.2621 0.1406
H 1.13845 2.06544 3.69611 -0.4151 0.6524 -0.3896
H -0.12779 4.40120 0.09361 -0.1545 -0.3061 0.4283
H -2.28647 -0.64257 5.08534 -0.2515 -0.0368 -0.0434
H -3.19830 -4.96389 -1.78814 0.1231 -0.3270 -0.0788
H -5.32371 -1.26238 -2.47713 0.2416 -0.4580 -0.2277
H -2.07702 -1.85647 2.95397 -0.3338 0.9491 0.2106
H 3.33151 -5.68734 -3.96744 -0.4063 0.0369 0.4110
H 3.79814 1.48592 -4.49773 -0.1699 0.4114 -0.2499
H -6.56043 4.84614 -0.71274 0.1418 -0.0375 -0.1983
H 0.86773 1.59944 -3.27705 0.5842 -0.4059 -0.2432
H 0.69544 -5.72684 1.24404 0.4316 -0.2929 -0.8944
H 5.64129 -1.97059 -0.92095 -0.8310 0.7690 -0.3838
H -3.89368 0.23774 1.56596 0.1697 -0.2088 0.1058
H -4.74531 4.33617 2.35373 0.3991 -0.0294 -0.0297
H 3.43681 2.53881 -3.05382 0.0245 -0.6081 -0.3875
H 0.32989 -8.44475 0.63354 -0.0634 0.1864 -0.0358
H -4.02241 4.22815 3.94573 0.2598 0.2961 -0.3975
H 4.74293 -1.54634 1.30536 -0.1288 0.2695 -0.1754
H 2.24036 -4.26317 -3.99977 0.0953 -0.0125 0.2305
H -2.78542 5.30185 -2.76061 -0.4094 -0.4654 0.6712
H 1.58280 -5.88314 -4.31476 0.7857 0.4290 0.2845
H 6.18492 4.50289 -0.68168 -0.3868 -0.2513 1.1130
H 6.16094 4.47490 1.15772 -0.1601 -0.0913 -0.3505
H 4.76956 1.36554 -3.10005 -0.2058 -0.1429 0.2524
H 3.77197 5.05206 1.40549 -0.4916 -1.0863 -0.4995
H -3.12244 1.89589 3.14961 0.2836 0.2494 -0.2935
H 5.53154 -0.30958 -1.49836 0.1608 0.4466 0.0808
H 3.09922 -0.54123 -3.44229 -0.0981 0.5146 0.2976
H -4.66527 6.31097 -1.52045 -0.1533 0.3840 -0.0779
H 3.14774 -2.02287 -0.65022 0.1952 0.3340 0.2199
H 4.72721 -1.57649 -2.40445 0.0253 0.1632 0.4549
H -1.10379 -3.59430 -1.35641 -0.5810 0.3193 -0.3357
H -0.41555 -1.83680 4.87625 0.4403 0.5188 -0.3185
H -3.22952 0.68099 4.40542 -0.0094 -0.8986 -0.0916
H 2.00200 0.68138 3.06762 0.5357 0.0459 0.0950